This record from the Open Molecules 2025 dataset describes one molecule with the formula C4H6O4 in a non-equilibrium geometry. The level of theory is ωB97M-V/def2-TZVPD.

Values from the calculation:
- SMILES = O=CC[C@@H](O)C(=O)O
- gap between HOMO and LUMO (eV) = 10.68
- energy above the lowest of the compared OMol25 structures with the same formula, charge and spin (eV) = 3.177

Each atom is followed by the atoms it is bonded to, with distances in Å.
Positions of all 14 atoms, in Å:
1 O 1.80 1.41 1.81  C2 1.216
2 C 0.60 1.23 1.93  O1 1.216, C3 1.493, H9 1.065
3 C -0.33 0.50 1.02  C2 1.493, C4 1.589, H10 1.182, H11 1.235
4 C 0.11 0.22 -0.48  C3 1.589, O5 1.451, C6 1.564, H12 1.032
5 O 1.42 -0.36 -0.69  C4 1.451, H13 1.088
6 C -1.04 -0.68 -1.04  C4 1.564, O7 1.251, O8 1.406
7 O -2.22 -0.25 -1.02  C6 1.251
8 O -0.64 -1.91 -1.60  C6 1.406, H14 0.988
9 H 0.33 1.33 2.96  C2 1.065
10 H -0.11 -0.31 1.85  C3 1.182
11 H -1.47 0.97 1.12  C3 1.235
12 H 0.09 1.10 -1.01  C4 1.032
13 H 2.01 0.46 -0.27  O5 1.088
14 H 0.25 -2.26 -1.36  O8 0.988

The computed Löwdin charges, all in e, follow: number 1, O, carries 0.0263; number 2, C, carries -0.3131; number 3, C, carries -0.0646; number 4, C, carries -0.2611; number 5, O, carries -0.0740; number 6, C, carries -0.3710; number 7, O, carries 0.0708; number 8, O, carries 0.0826; number 9, H, carries 0.1087; number 10, H, carries 0.1723; number 11, H, carries 0.1931; number 12, H, carries 0.1261; number 13, H, carries 0.1768; number 14, H, carries 0.1270


This record from the Open Molecules 2025 dataset describes one molecule with the formula C2H5NOS in a non-equilibrium geometry. The level of theory is ωB97M-V/def2-TZVPD.

Values from the calculation:
- SMILES = CONC=S
- gap between HOMO and LUMO (eV) = 9.07
- energy above the lowest of the compared OMol25 structures with the same formula, charge and spin (eV) = 2.958

Each atom is followed by the atoms it is bonded to, with distances in Å.
Positions of all 10 atoms, in Å:
1 C -1.22 -0.93 0.11  O2 1.448, H6 1.105, H7 1.136, H8 1.106
2 O -0.52 -0.04 -0.80  C1 1.448, N3 1.358
3 N 0.25 0.90 -0.19  O2 1.358, C4 1.352, H9 1.008
4 C 1.58 0.75 0.00  N3 1.352, S5 1.682, H10 1.047
5 S 2.33 -0.74 -0.24  C4 1.682
6 H -0.47 -1.57 0.59  C1 1.105
7 H -1.82 -0.31 0.85  C1 1.136
8 H -1.89 -1.48 -0.58  C1 1.106
9 H -0.24 1.77 -0.04  N3 1.008
10 H 2.01 1.65 0.30  C4 1.047

The computed Löwdin charges, all in e, follow: number 1, C, carries -0.0643; number 2, O, carries -0.2093; number 3, N, carries -0.1169; number 4, C, carries -0.6345; number 5, S, carries 0.5638; number 6, H, carries 0.0687; number 7, H, carries 0.1009; number 8, H, carries 0.0962; number 9, H, carries 0.1494; number 10, H, carries 0.0459


This record from the Open Molecules 2025 dataset describes one molecule with the formula C3HNO2S in a non-equilibrium geometry. The level of theory is ωB97M-V/def2-TZVPD.

Values from the calculation:
- SMILES = N#CC(=S)C(=O)O
- gap between HOMO and LUMO (eV) = 7.41
- energy above the lowest of the compared OMol25 structures with the same formula, charge and spin (eV) = 2.359

Each atom is followed by the atoms it is bonded to, with distances in Å.
Positions of all 8 atoms, in Å:
1 N -2.89 0.34 -0.06  C2 1.177
2 C -1.72 0.49 -0.11  N1 1.177, C3 1.462
3 C -0.28 0.69 -0.09  C2 1.462, S4 1.741, C5 1.513
4 S 0.55 2.17 0.31  C3 1.741
5 C 0.51 -0.60 -0.05  C3 1.513, O6 1.386, O7 1.339
6 O -0.09 -1.60 0.70  C5 1.386
7 O 1.80 -0.33 -0.29  C5 1.339, H8 0.900
8 H 2.12 -1.16 -0.43  O7 0.900

The computed Löwdin charges, all in e, follow: number 1, N, carries 0.1898; number 2, C, carries -0.2200; number 3, C, carries -0.5632; number 4, S, carries 0.7989; number 5, C, carries -0.3910; number 6, O, carries 0.0051; number 7, O, carries 0.1018; number 8, H, carries 0.0786


This record from the Open Molecules 2025 dataset describes one molecule with the formula C4H7NS in a non-equilibrium geometry. The level of theory is ωB97M-V/def2-TZVPD.

Values from the calculation:
- SMILES = C=C(C)/C=N/S
- gap between HOMO and LUMO (eV) = 8.62
- energy above the lowest of the compared OMol25 structures with the same formula, charge and spin (eV) = 4.222

Each atom is followed by the atoms it is bonded to, with distances in Å.
Positions of all 13 atoms, in Å:
1 C 0.60 1.31 -0.19  C2 1.316, H7 1.117, H8 1.152
2 C 0.50 0.01 -0.08  C1 1.316, C3 1.481, C4 1.446
3 C 1.74 -0.80 -0.15  C2 1.481, H9 1.202, H10 1.138, H11 1.112
4 C -0.79 -0.61 0.12  C2 1.446, N5 1.331, H12 1.140
5 N -1.85 0.20 0.09  C4 1.331, S6 1.841
6 S -3.62 -0.22 -0.20  N5 1.841, H13 1.667
7 H 1.54 1.89 -0.01  C1 1.117
8 H -0.20 2.14 -0.15  C1 1.152
9 H 1.96 -1.52 0.78  C3 1.202
10 H 2.75 -0.28 -0.13  C3 1.138
11 H 1.91 -1.55 -0.95  C3 1.112
12 H -0.90 -1.74 0.15  C4 1.140
13 H -3.65 1.17 0.71  S6 1.667

The computed Löwdin charges, all in e, follow: number 1, C, carries 0.0334; number 2, C, carries -0.4084; number 3, C, carries -0.1132; number 4, C, carries -0.2163; number 5, N, carries -0.4089; number 6, S, carries 0.5144; number 7, H, carries 0.0763; number 8, H, carries 0.0947; number 9, H, carries 0.1153; number 10, H, carries 0.0882; number 11, H, carries 0.0746; number 12, H, carries 0.1279; number 13, H, carries 0.0220


The lowest energy above the lowest of the compared OMol25 structures with the same formula, charge and spin belongs to which entry?
C3HNO2S